No. 1
This record from the Open Molecules 2025 dataset describes a structure of composition C5H4KLiO7. The level of theory is the ωB97M-V functional and the def2-TZVPD basis.

ORCA input file:
```
! wB97M-V def2-TZVPD RIJCOSX def2/J DEFGRID3
* xyz -1 2
O 0.72637 -1.69513 -3.04948
C 0.09319 -2.92151 -3.31767
C -1.38688 -2.54424 -3.54505
O -1.36201 -1.14779 -3.66765
C -0.27435 -0.65567 -2.84194
H 0.54874 -3.37344 -4.21147
H 0.20599 -3.62542 -2.47644
H -2.01413 -2.85723 -2.69096
H -1.80459 -2.98092 -4.46117
K -1.46564 0.13298 1.88473
O 0.10166 -0.96311 -0.43429
O 0.13492 0.51803 -3.17452
O -1.88843 -0.25794 -1.04915
C -0.72698 -0.66335 -1.33941
C -1.07138 2.67298 4.64714
O -1.11104 3.16686 5.76926
O -1.47676 1.54034 4.29207
Li -1.95731 1.34795 6.26786
*
```

Results
ΔE to the lowest compared entry with this formula, charge and spin ... 24.24 kcal per mole
E_tot ... -36112.2503 eV
Gap between HOMO and LUMO (alpha / beta) ... 0.0744 / 0.0638 hartree
LUMO energy (alpha / beta) ... -0.1 / -0.3 eV
Highest occupied orbital energy (alpha / beta) ... -2.14 / -2.03 eV

***

No. 2
This record from the Open Molecules 2025 dataset describes a structure of composition C46H118F3O16Zn. The level of theory is the ωB97M-V functional and the def2-TZVPD basis.

ORCA input file:
```
! wB97M-V def2-TZVPD RIJCOSX def2/J DEFGRID3
* xyz 1 1
Zn 6.51432 4.07160 6.14472
C 9.01852 1.81492 5.79312
O 9.64963 2.31993 6.97960
O 7.87674 2.58338 5.56259
C 10.01296 1.62345 4.58720
F 10.95526 2.61712 4.66617
F 10.77128 0.49608 4.57283
F 9.39937 1.65151 3.40386
C 10.66034 1.48742 7.62357
C 11.29109 2.29750 8.67650
H 11.48072 3.31190 8.32255
H 10.68399 2.46240 9.56874
H 12.22428 1.80841 8.95663
H 11.48579 1.22957 6.95711
H 10.25170 0.55329 8.01276
H 8.79730 0.75998 5.99176
C 11.42151 -2.68664 4.65146
C 10.80194 -2.65374 3.29946
C 10.66360 -4.02065 2.63455
O 9.44560 -2.28217 3.57712
H 12.49733 -2.58635 4.49359
H 11.05665 -3.61523 5.09117
H 11.18693 -1.91393 5.38448
H 11.19611 -1.90293 2.61098
H 9.92003 -4.66502 3.10060
H 11.63004 -4.49957 2.80664
H 10.50929 -3.89827 1.56364
H 9.53159 -1.51921 4.15463
C 6.54885 1.71615 9.37584
C 5.66902 1.89889 8.15758
C 4.32603 1.25478 8.33796
O 5.56752 3.27110 7.83040
H 6.75113 0.67109 9.60196
H 6.09111 2.20391 10.23989
H 7.44156 2.33602 9.27577
H 6.08155 1.33407 7.31914
H 3.83050 1.08557 7.38158
H 3.70915 1.92944 8.93883
H 4.30979 0.33045 8.91353
H 4.63686 3.51006 7.89931
C 7.56977 7.61307 3.81456
C 7.48339 6.08511 3.72780
C 8.75328 5.49656 3.06642
O 7.53966 5.47041 4.97340
H 6.65797 8.13675 4.10453
H 7.78231 7.92435 2.79131
H 8.33734 7.97108 4.50107
H 6.64684 5.61909 3.20767
H 8.68868 4.40913 3.01564
H 9.68252 5.62638 3.62566
H 8.86670 5.85755 2.04322
H 8.38393 5.72252 5.36168
C 12.58706 5.51241 11.08353
C 11.84382 6.16076 12.29677
C 12.80781 6.65319 13.36802
O 11.27604 7.37123 11.82712
H 11.94947 5.49655 10.19657
H 12.59599 4.42846 11.22035
H 13.53911 5.95626 10.79928
H 10.98645 5.61306 12.68886
H 12.28544 7.02184 14.25138
H 13.37382 7.50474 12.99125
H 13.51475 5.86784 13.64168
H 10.61609 7.57904 12.49435
C 13.30349 -1.29372 8.87098
C 12.11986 -2.11151 9.38401
C 11.23302 -1.34559 10.40041
O 11.21938 -2.42393 8.30786
H 13.84160 -2.00088 8.23850
H 13.92068 -0.83698 9.64261
H 12.93275 -0.51085 8.20742
H 12.45813 -2.99475 9.92758
H 10.19660 -1.68781 10.38893
H 11.05450 -0.27428 10.29396
H 11.65981 -1.58138 11.37674
H 10.52190 -3.02305 8.58334
C 15.14322 2.73492 13.77394
C 13.94679 1.81275 13.48737
C 13.93047 1.14908 12.11025
O 13.93063 0.90944 14.51504
H 16.07297 2.17945 13.62038
H 15.26476 2.97323 14.83032
H 15.24554 3.62003 13.14434
H 13.04967 2.43407 13.53910
H 13.20315 1.65325 11.47109
H 13.61760 0.10750 12.17454
H 14.88334 1.33350 11.61319
H 14.41796 0.11397 14.28614
C 14.29705 6.39185 4.19285
C 13.22000 6.60749 5.23626
C 12.47600 7.93869 5.21732
O 12.34576 5.53295 5.02025
H 14.87556 7.31149 4.09236
H 13.91173 5.96123 3.26829
H 15.05973 5.65875 4.46430
H 13.56685 6.52550 6.26984
H 11.88569 7.99424 4.29984
H 13.11636 8.82018 5.20909
H 11.76790 7.99687 6.04383
H 12.67430 4.89343 4.38543
C 15.72723 4.38007 7.38214
C 15.87496 3.59072 8.67943
C 15.35360 2.15603 8.51696
O 17.24092 3.59881 9.11960
H 15.97392 5.41944 7.59778
H 14.78605 4.28721 6.84032
H 16.46626 3.96794 6.69224
H 15.36794 4.06735 9.52097
H 15.24945 1.72089 9.51153
H 16.01950 1.51654 7.93804
H 14.35243 2.17011 8.08448
H 17.27445 3.78640 10.05971
C 11.54869 3.70638 1.57991
C 12.78733 4.31435 0.86577
C 12.50620 5.63309 0.19877
O 13.94197 4.29632 1.68778
H 11.19098 4.23465 2.46403
H 11.66764 2.65196 1.83708
H 10.73716 3.62584 0.85286
H 13.09405 3.70514 0.01053
H 11.92131 6.25247 0.88172
H 11.89849 5.51909 -0.69824
H 13.46185 6.08127 -0.07174
H 14.11192 3.39153 1.97201
C 8.99065 5.22853 9.55137
C 8.75269 5.70166 8.11819
C 10.02042 5.90855 7.32093
O 8.10253 4.61130 7.45017
H 8.11118 4.76834 10.00580
H 9.15982 6.13371 10.13594
H 9.71944 4.42190 9.62744
H 8.15742 6.61341 8.17010
H 10.75212 6.47525 7.89864
H 9.90503 6.37510 6.34265
H 10.46796 4.92332 7.18269
H 8.74885 3.91673 7.25249
C 9.63088 3.27654 12.81088
C 8.69203 2.03572 13.29887
C 9.29440 0.73280 12.79524
O 8.54585 2.11242 14.68418
H 9.67481 3.35075 11.72316
H 10.62946 3.06713 13.19087
H 9.12241 4.17969 13.14715
H 7.72987 2.03120 12.78185
H 10.36510 0.58312 12.93754
H 8.96263 0.44377 11.79744
H 8.86873 -0.10133 13.35960
H 7.74497 2.59631 14.89809
C 14.73884 -0.30485 3.80198
C 13.99588 0.97552 3.43826
C 13.87222 1.92603 4.62774
O 14.69051 1.54444 2.35595
H 15.67446 0.05700 4.23539
H 14.92801 -0.93771 2.93576
H 14.28885 -0.93472 4.56990
H 13.01436 0.65447 3.08540
H 13.07100 1.61627 5.29548
H 13.57222 2.84858 4.12837
H 14.84768 1.98832 5.11049
H 15.55008 1.75652 2.73659
C 7.95633 1.02749 0.75002
C 7.29747 2.39014 0.98381
C 6.01686 2.50086 0.13396
O 6.85748 2.49945 2.35293
H 7.44561 0.25708 1.32774
H 9.01860 1.04909 0.99065
H 7.89571 0.71101 -0.29194
H 7.98642 3.17256 0.66199
H 5.30506 3.26783 0.43916
H 5.40337 1.61067 -0.01518
H 6.25423 2.74337 -0.90384
H 7.60294 2.34641 2.94306
C 3.79680 4.57511 2.82811
C 3.98440 3.85284 4.17703
C 3.49044 2.38199 3.96836
O 5.33942 3.68839 4.52689
H 2.74528 4.73716 2.59074
H 4.30510 4.10733 1.98677
H 4.17734 5.59716 2.89292
H 3.37749 4.34268 4.93728
H 2.50258 2.27971 4.42469
H 4.12090 1.64004 4.45606
H 3.22511 2.13562 2.94053
H 5.64763 3.14080 3.79008
*
```

Results
ΔE to the lowest compared entry with this formula, charge and spin ... 48.65 kcal per mole
E_tot ... -138938.0084 eV
Gap between HOMO and LUMO ... 0.3168 hartree
LUMO energy ... -2.8 eV
Highest occupied orbital energy ... -11.42 eV

***

No. 3
This record from the Open Molecules 2025 dataset describes the molecule C4H5N3O. The level of theory is the ωB97M-V functional and the def2-TZVPD basis.

ORCA input file:
```
! wB97M-V def2-TZVPD RIJCOSX def2/J DEFGRID3
* xyz 0 1
C 1.52893 -0.09252 -0.00881
C 0.88482 1.14536 0.00739
C -1.98005 -0.64857 -0.10224
C 0.43276 -1.01001 0.01556
H 3.30450 0.43740 -0.24917
H 1.21257 2.25904 0.03562
H -1.91959 -1.70384 -0.44995
H -2.67998 1.13816 0.67706
H 0.40520 -2.04185 0.24043
N -0.46104 1.02868 -0.19191
N -0.68313 -0.22737 -0.15778
N -2.90715 0.14303 0.21634
O 2.85472 -0.38309 0.15101
*
```

Results
ΔE to the lowest compared entry with this formula, charge and spin ... 76.63 kcal per mole
E_tot ... -10744.2916 eV
Gap between HOMO and LUMO ... 0.3593 hartree
Structure (SMILES) ... [H]/N=C\n1cc(O)cn1
LUMO energy ... 0.6 eV
Highest occupied orbital energy ... -9.14 eV

***

No. 4
This record from the Open Molecules 2025 dataset describes a structure of composition C20H28N2SiTc. The level of theory is the ωB97M-V functional and the def2-TZVPD basis.

ORCA input file:
```
! wB97M-V def2-TZVPD RIJCOSX def2/J DEFGRID3
* xyz 2 4
C 1.01470 1.67870 1.72451
C 0.00811 1.98894 0.76201
C -1.27809 1.86765 1.36322
H 0.19139 2.28536 -0.26717
C -1.08590 1.49332 2.73013
C 0.33826 1.38063 2.96042
H 0.82133 1.21473 3.92141
H 2.09103 1.73207 1.56215
H -2.23671 1.96880 0.87417
H -1.87284 1.43377 3.46161
Tc -0.22678 0.01293 1.50422
C -1.32740 -1.99351 -1.79413
H -2.34823 -1.79625 -1.48812
H -1.08738 -3.03568 -1.79624
H -1.15421 -1.63147 -2.80784
Si -0.30854 -0.59754 -0.99810
C 1.48527 -0.54314 -1.47027
C 2.17938 0.67008 -1.48473
H 1.67928 1.58777 -1.20805
C 3.50909 0.71455 -1.89540
H 4.03510 1.67643 -1.90432
C 4.13165 -0.48151 -2.29857
H 5.16631 -0.44984 -2.64078
C 3.46877 -1.71287 -2.22720
H 3.96076 -2.65384 -2.51383
C 2.15199 -1.75783 -1.77144
H 1.61863 -2.71996 -1.67283
C -1.31476 0.81483 -1.86866
C -0.85067 1.48369 -3.00737
H 0.10962 1.17631 -3.49386
C -1.65882 2.45032 -3.63879
H -1.26968 2.96407 -4.48680
C -2.94849 2.73259 -3.21267
H -3.55627 3.51580 -3.66162
C -3.44977 1.97603 -2.14783
H -4.48814 2.08700 -1.83961
C -2.66807 1.03774 -1.51163
H -3.16261 0.34138 -0.78417
H -1.47979 -0.47686 0.44181
H -0.06975 -2.01785 -0.40449
N 1.32550 -1.16493 2.39083
C 0.86940 -2.28778 3.24082
C -0.38651 -1.81763 3.98130
N -1.26735 -1.14029 2.99370
H 1.97220 -1.56157 1.70842
H 1.95989 -0.56728 2.92844
H 0.67312 -3.15918 2.60905
H 1.64332 -2.56486 3.95545
H -0.97170 -2.62594 4.41978
H -0.15336 -1.08317 4.76355
H -1.97344 -0.59287 3.49275
H -1.80885 -1.85187 2.50677
*
```

Results
ΔE to the lowest compared entry with this formula, charge and spin ... 22.73 kcal per mole
E_tot ... -34231.4380 eV
Gap between HOMO and LUMO (alpha / beta) ... 0.2850 / 0.2083 hartree
LUMO energy (alpha / beta) ... -6.2 / -8.8 eV
Highest occupied orbital energy (alpha / beta) ... -13.94 / -14.49 eV